Record 1
Formula: C23H29N5O2S
Source: OMol25
Level of theory: ωB97M-V with the def2-TZVPD basis set

- net charge = 0
- structure (SMILES) = CCCCN(C)C(=O)c1nc2ccccn2c1CN1CCN(C(=O)c2cccs2)CC1
- E_LUMO (eV) = 0.23
- relative energy (zero: lowest compared OMol25 entry of this formula, charge and spin) (kJ/mol) = 0.0
- HOMO-LUMO gap (eV) = 8.201

Positions of all 60 atoms, in Å:
C 0.6561 3.4931 1.2237
C 0.3353 3.5280 -0.2653
C -1.0399 4.1260 -0.5616
H -1.1079 5.1168 -0.1078
C -2.2041 3.2899 -0.0213
N -2.2249 1.9279 -0.5226
C -2.0635 0.9206 0.3614
O -1.8632 1.1556 1.5529
C -2.1368 -0.4953 -0.0811
C -1.8242 -1.5855 0.7311
N -2.1189 -2.6928 -0.0134
C -2.0521 -4.0198 0.2620
C -2.4184 -4.9245 -0.6834
C -2.8708 -4.4973 -1.9515
C -2.9582 -3.1652 -2.2325
C -2.5842 -2.2379 -1.2483
N -2.5921 -0.9231 -1.2863
H -3.3065 -2.7909 -3.1804
H -3.1500 -5.2337 -2.6878
H -2.3631 -5.9771 -0.4592
H -1.7123 -4.3088 1.2440
C -1.2738 -1.6588 2.1231
N 0.1671 -1.6418 2.2869
C 0.9378 -2.7364 1.7415
C 1.3442 -2.5374 0.2727
N 2.0237 -1.2676 0.1201
C 3.3339 -1.2477 -0.2176
O 3.9809 -2.2656 -0.4003
C 3.9417 0.0912 -0.4108
C 3.5430 1.1054 -1.2348
C 4.4434 2.1907 -1.2444
C 5.5122 1.9833 -0.4322
S 5.4534 0.4528 0.3446
H 6.3382 2.6389 -0.2412
H 4.2975 3.0814 -1.8288
H 2.6455 1.0680 -1.8267
C 1.2497 -0.1464 0.5993
H 1.8365 0.7677 0.5386
C 0.8338 -0.3805 2.0630
H 0.1757 0.4268 2.3810
H 1.7382 -0.3728 2.6833
H 0.3591 -0.0402 -0.0291
H 2.0316 -3.3240 -0.0430
H 0.4666 -2.5416 -0.3834
H 0.3872 -3.6710 1.8554
H 1.8563 -2.8098 2.3361
H -1.6432 -2.5704 2.6059
H -1.6597 -0.7970 2.6723
C -2.4464 1.8043 -1.9424
H -2.6968 0.7776 -2.1919
H -1.5520 2.1014 -2.4964
H -3.2686 2.4609 -2.2339
H -3.1476 3.7746 -0.2998
H -2.1504 3.2319 1.0662
H -1.1516 4.2513 -1.6408
H 0.3834 2.5145 -0.6689
H 1.0909 4.1254 -0.7821
H 1.6755 3.1480 1.3840
H -0.0182 2.8201 1.7456
H 0.5611 4.4868 1.6563



Record 2
Formula: C23H29N5O5
Source: OMol25
Level of theory: ωB97M-V with the def2-TZVPD basis set

- net charge = 0
- structure (SMILES) = CCCCn1c(N)c(N(Cc2ccccc2OC)C(=O)c2c(CC)noc2C)c(=O)[nH]c1=O
- E_LUMO (eV) = 0.29
- relative energy (zero: lowest compared OMol25 entry of this formula, charge and spin) (kJ/mol) = 195.4
- HOMO-LUMO gap (eV) = 8.700

Positions of all 62 atoms, in Å:
C 3.6928 4.3496 3.6819
C 2.2619 4.4946 3.1792
C 1.9848 3.5598 2.0043
H 2.1750 2.5278 2.3099
C 0.5510 3.7207 1.4956
N 0.2516 2.8512 0.3668
C -0.1671 1.5541 0.5435
C -0.5620 0.7911 -0.5336
C -0.5644 1.3397 -1.8623
O -0.9766 0.8049 -2.8722
N -0.0112 2.6202 -1.9286
C 0.3779 3.4196 -0.8947
O 0.7901 4.5447 -1.0537
H 0.0432 3.0358 -2.8518
N -1.0569 -0.5255 -0.3381
C -0.6293 -1.5611 -1.1227
O -1.2482 -2.6021 -1.2213
C 0.6608 -1.3593 -1.8171
C 0.8578 -1.5580 -3.1641
O 2.1402 -1.3225 -3.4575
N 2.8125 -0.9999 -2.3253
C 1.9548 -1.0132 -1.3376
C 2.3871 -0.7548 0.0647
H 1.5036 -0.6939 0.6996
C 3.2288 0.5148 0.1601
H 3.5726 0.6727 1.1804
H 4.0922 0.4242 -0.4919
H 2.6539 1.3815 -0.1583
H 2.9878 -1.6058 0.3984
C -0.0907 -1.9121 -4.2401
H -0.7218 -2.7338 -3.9100
H -0.7296 -1.0522 -4.4397
H 0.4516 -2.1839 -5.1410
C -2.3916 -0.6367 0.2515
C -2.6415 -1.9518 0.9407
C -3.8194 -2.6356 0.6850
C -4.1105 -3.8353 1.3086
C -3.2051 -4.3722 2.2015
C -2.0219 -3.7078 2.4760
C -1.7362 -2.4984 1.8595
O -0.5856 -1.7790 2.1103
C 0.4000 -2.3654 2.9295
H 1.2370 -1.6678 2.9443
H 0.0372 -2.5109 3.9520
H 0.7390 -3.3205 2.5202
H -1.3284 -4.1490 3.1738
H -3.4081 -5.3136 2.6894
H -5.0327 -4.3502 1.0884
H -4.5156 -2.2223 -0.0290
H -2.5034 0.1844 0.9664
H -3.1426 -0.5108 -0.5381
N -0.2622 1.0754 1.8098
H 0.2823 1.5063 2.5353
H -0.4267 0.0774 1.8934
H 0.4240 4.7432 1.1314
H -0.1798 3.5422 2.2884
H 2.6689 3.7922 1.1865
H 1.5656 4.2764 3.9932
H 2.0903 5.5249 2.8638
H 4.3988 4.5816 2.8884
H 3.8812 3.3330 4.0211
H 3.8751 5.0265 4.5124



Record 3
Formula: C23H30As2Cl2N2O2Pd
Source: OMol25
Level of theory: ωB97M-V with the def2-TZVPD basis set

- net charge = +2
- E_LUMO (spin up / spin down) (eV) = -7.58 / -7.58
- relative energy (zero: lowest compared OMol25 entry of this formula, charge and spin) (kJ/mol) = 0.0
- HOMO-LUMO gap (spin up / spin down) (eV) = 6.703 / 6.705

Positions of all 62 atoms, in Å:
Pd -0.5319 -0.9697 0.4111
O 1.2706 5.4506 0.6394
C 1.6199 4.7740 1.8196
C 0.9503 3.4323 1.8226
C 1.5132 2.3255 2.4587
C 0.9154 1.0884 2.3041
N -0.1888 0.9153 1.5865
C -0.7912 1.9803 1.0424
C -0.2498 3.2545 1.1434
C -2.0375 1.7322 0.3050
C -3.0871 2.6372 0.3414
C -4.2712 2.3407 -0.3245
C -5.4597 3.2510 -0.1307
O -5.0829 4.5556 0.2114
C -4.3066 1.1762 -1.0894
C -3.2055 0.3349 -1.0929
N -2.1123 0.5803 -0.3769
H 1.7352 6.2928 0.6004
H 1.2785 5.3296 2.7075
H 2.7081 4.6448 1.8981
H 2.4126 2.4254 3.0440
H 1.3389 0.1970 2.7583
H -0.7172 4.0973 0.6579
H -3.0151 3.5540 0.9039
H -6.0241 2.8586 0.7288
H -6.1226 3.2071 -1.0001
H -5.0925 5.1368 -0.5549
H -5.1743 0.9167 -1.6749
H -3.2044 -0.5657 -1.6975
C 3.2001 0.2654 -0.1593
As 1.5229 -0.2629 -1.0350
C 1.4669 1.0714 -2.4701
C 2.1171 -1.9233 -1.8894
C 2.9054 -1.8880 -3.0356
C 3.3498 -3.0644 -3.6171
C 3.0217 -4.2863 -3.0535
C 2.2476 -4.3296 -1.9058
C 1.7842 -3.1550 -1.3221
As 0.6754 -3.2221 0.2913
C -0.0949 -5.0290 0.3047
C 2.0574 -3.4759 1.6580
H 4.0031 0.1686 -0.8934
H 3.4279 -0.3692 0.6973
H 3.1342 1.3019 0.1734
H 2.4427 1.1707 -2.9516
H 1.1913 2.0383 -2.0416
H 0.7207 0.7910 -3.2156
H 3.1709 -0.9376 -3.4843
H 3.9446 -3.0289 -4.5161
H 3.3517 -5.2071 -3.5107
H 1.9912 -5.2826 -1.4578
H -0.6100 -5.2391 -0.6348
H -0.8138 -5.1146 1.1239
H 0.6920 -5.7700 0.4673
H 2.7061 -4.2989 1.3507
H 1.5837 -3.7232 2.6098
H 2.6566 -2.5731 1.7780
Cl -2.7203 -2.4418 0.5956
C -2.7166 -2.3467 2.3644
Cl -1.0814 -1.9195 2.8802
H -2.9936 -3.3148 2.7812
H -3.4037 -1.5588 2.6743



Record 4
Formula: C23H30As2NO2Rh
Source: OMol25
Level of theory: ωB97M-V with the def2-TZVPD basis set

- net charge = +2
- E_LUMO (spin up / spin down) (eV) = -7.87 / -7.93
- HOMO-LUMO gap (spin up / spin down) (eV) = 5.187 / 5.099

Positions of all 59 atoms, in Å:
Rh -0.1852 0.5640 0.1538
C 3.7363 -1.1694 -0.2134
As 2.3503 0.2284 -0.0574
C 3.0651 1.5755 -1.2871
C 2.7675 0.9662 1.7199
C 3.9693 1.6332 1.9226
C 4.2720 2.1832 3.1580
C 3.3714 2.0738 4.2030
C 2.1796 1.3943 4.0193
C 1.8759 0.8279 2.7877
As 0.2298 -0.1830 2.5247
C -0.8610 0.0717 4.1389
C 0.8938 -2.0120 2.7945
H 4.7110 -0.6897 -0.1018
H 3.6757 -1.6430 -1.1954
H 3.6234 -1.9346 0.5553
H 4.1120 1.7956 -1.0690
H 2.4703 2.4849 -1.1998
H 2.9920 1.2101 -2.3141
H 4.6749 1.7296 1.1059
H 5.2088 2.7006 3.2961
H 3.5929 2.5178 5.1606
H 1.4746 1.3020 4.8371
H -0.3156 -0.2683 5.0228
H -1.7687 -0.5292 4.0396
H -1.1440 1.1208 4.2476
H 1.4321 -2.0616 3.7457
H 1.5691 -2.2837 1.9795
H 0.0649 -2.7227 2.8122
C -0.1462 2.5546 0.0154
C -0.1333 3.7893 -0.0036
C -0.0863 5.1841 0.0025
C 0.9172 5.8753 -0.7102
C 0.9336 7.2502 -0.7098
C -0.0180 7.9635 0.0174
C -1.0063 7.2898 0.7343
C -1.0548 5.9153 0.7267
H 1.6444 5.3106 -1.2752
H 1.6853 7.7753 -1.2804
H 0.0115 9.0431 0.0272
H -1.7359 7.8459 1.3030
H -1.8059 5.3748 1.2836
O -2.8126 1.1232 0.0730
C -2.8713 -0.0804 -0.2406
O -1.8929 -0.8464 -0.2954
C -4.2966 -0.5959 -0.5702
N -5.1221 0.6398 -0.6990
C -6.3328 0.5256 0.1661
C -6.4023 -0.9547 0.5240
C -4.9333 -1.3716 0.5876
H -4.2921 -1.1806 -1.4909
H -5.3593 0.8459 -1.6695
H -4.4228 1.3697 -0.3446
H -7.2169 0.8743 -0.3649
H -6.1896 1.1379 1.0564
H -6.9247 -1.5130 -0.2514
H -6.9148 -1.1181 1.4669
H -4.8037 -2.4442 0.4763
H -4.4924 -1.0652 1.5367



Which E_tot belongs to each record? In order, -1716.30815 -1543.87002 -6673.69726 -5681.11258 a.u..